Below is a cluster of 14 separate species, C29H81N4O26S in total, with properties calculated with ωB97M-V with the def2-TZVPD basis set.

XYZ file:
```
141
Properties=species:S:1:pos:R:3:forces:R:3
C 17.405 -22.097 2.738 -0.3 1.5 1.0
N 17.101 -20.606 3.153 -0.1 -1.4 -1.5
C 15.961 -20.139 2.163 1.1 -0.5 0.0
C 16.559 -20.529 4.557 0.5 -0.5 -0.2
C 18.436 -19.834 2.958 -0.7 0.9 0.3
C 19.720 -20.326 3.649 -0.9 -0.2 0.9
O 19.581 -20.480 5.084 -0.1 -0.3 -0.9
H 16.466 -22.616 2.929 0.3 -0.3 -0.4
H 18.206 -22.467 3.378 -0.2 0.0 0.1
H 17.771 -22.080 1.711 -0.4 -0.1 -0.1
H 15.734 -19.078 2.268 0.4 -0.1 0.1
H 15.047 -20.720 2.280 0.2 -0.1 0.9
H 16.249 -20.424 1.151 0.6 0.6 -0.1
H 16.258 -19.503 4.768 0.2 -0.1 0.0
H 17.320 -20.905 5.241 0.1 0.4 -0.1
H 15.716 -21.210 4.673 -0.2 0.2 -0.4
H 18.189 -18.832 3.310 0.1 0.1 0.0
H 18.674 -19.753 1.897 -0.4 -0.2 -0.2
H 20.485 -19.560 3.525 0.0 -0.1 -0.8
H 20.043 -21.261 3.193 0.2 0.1 0.3
H 19.577 -19.578 5.414 0.0 0.1 0.5
S 17.583 -20.012 -3.494 3.0 -2.5 0.0
O 18.645 -20.478 -4.377 0.3 1.0 -4.5
O 17.427 -18.586 -3.341 -0.9 3.6 -0.3
O 16.313 -20.636 -3.821 -2.5 -0.8 -0.3
O 18.229 -20.546 -2.320 -1.0 -0.8 5.6
O 22.779 -20.361 -2.033 1.7 -0.6 2.0
C 23.412 -20.708 -0.844 -1.9 0.3 -2.8
C 23.354 -22.317 -0.478 -3.1 -1.3 -1.9
O 22.079 -22.948 -0.648 2.0 1.1 1.9
H 22.951 -20.126 -0.046 -0.7 -0.2 1.2
H 24.443 -20.356 -0.817 1.2 -0.4 0.0
H 23.861 -22.473 0.475 0.1 0.2 0.9
H 23.880 -22.883 -1.246 1.3 0.7 -0.4
C 14.899 -13.650 8.190 0.7 0.6 0.0
C 14.640 -14.400 6.886 -0.9 0.9 0.8
O 15.803 -14.935 6.343 0.5 -0.3 0.3
O 16.003 -12.773 8.022 -0.1 0.6 0.5
H 15.039 -14.287 9.063 0.4 -0.7 -0.1
H 14.085 -13.015 8.539 -0.4 0.1 -0.6
H 14.278 -13.679 6.152 -0.3 -0.2 0.0
H 13.916 -15.171 7.146 -0.4 -0.1 -0.5
H 16.048 -15.602 6.989 0.7 -0.7 -0.1
H 16.724 -13.203 7.556 -0.1 -0.4 -0.2
C 17.365 -25.290 -2.442 -1.8 0.4 -0.4
C 15.777 -24.946 -2.363 2.6 0.9 0.5
O 15.629 -23.712 -1.638 -0.7 -1.4 -0.2
O 18.026 -24.444 -3.369 -0.1 -0.7 0.7
H 17.480 -26.354 -2.647 0.0 -0.4 -0.7
H 17.864 -25.194 -1.478 -0.3 0.6 0.1
H 15.197 -25.758 -1.922 0.1 0.1 0.5
H 15.386 -24.831 -3.374 0.1 0.0 -0.3
H 15.951 -23.023 -2.225 0.4 0.7 -0.2
H 17.464 -24.302 -4.134 0.0 0.2 -0.1
C 21.892 -27.450 1.490 -1.7 1.5 0.1
C 21.368 -27.820 0.090 0.6 0.2 0.2
O 22.188 -27.119 -0.810 -0.2 -0.3 -0.8
O 21.158 -26.250 2.004 0.3 -2.0 0.6
H 22.940 -27.151 1.473 0.1 -0.4 -0.4
H 21.762 -28.273 2.193 -0.3 0.3 0.4
H 20.310 -27.602 -0.052 -0.2 0.7 0.4
H 21.363 -28.872 -0.193 0.8 -0.3 0.3
H 22.024 -26.188 -0.640 0.2 0.7 -0.4
H 21.140 -25.501 1.403 0.5 0.1 -0.6
C 15.250 -14.650 -2.744 -1.5 -1.0 -0.5
C 14.073 -15.548 -2.113 2.5 0.8 -0.8
O 14.762 -16.685 -1.626 -1.5 0.0 0.9
O 15.874 -15.240 -3.925 -1.2 1.3 1.1
H 15.980 -14.457 -1.958 0.1 -0.3 0.1
H 14.811 -13.687 -3.002 0.2 0.1 -0.6
H 13.221 -15.765 -2.758 0.4 -0.4 -0.9
H 13.557 -14.983 -1.337 0.6 -0.1 0.8
H 15.406 -16.989 -2.270 0.2 -0.5 -0.2
H 16.242 -16.104 -3.723 0.4 -0.5 0.1
C 15.536 -28.195 1.903 0.7 -0.5 0.1
C 16.289 -29.253 1.098 0.6 -0.4 -0.3
O 17.502 -29.567 1.766 0.3 0.0 0.7
O 15.079 -28.696 3.162 -0.8 -0.1 -0.5
H 14.706 -27.839 1.293 -0.3 -0.1 0.4
H 16.175 -27.341 2.126 0.3 0.0 -0.4
H 16.583 -28.991 0.082 -0.5 0.9 -0.1
H 15.757 -30.193 0.952 -0.8 0.1 0.4
H 17.948 -30.249 1.258 0.1 0.0 0.1
H 15.819 -29.012 3.686 0.3 0.1 -0.2
C 18.038 -17.901 9.115 1.2 -0.8 0.9
C 19.091 -16.792 8.764 -0.3 -1.2 -0.7
O 19.631 -17.085 7.465 -1.3 -0.4 -0.7
O 16.730 -17.693 8.654 -0.2 1.3 -1.3
H 17.924 -18.076 10.185 0.7 0.6 0.5
H 18.464 -18.846 8.778 0.0 -0.1 -0.5
H 20.009 -16.854 9.348 -0.7 0.2 1.2
H 18.549 -15.849 8.835 0.4 0.4 -0.1
H 20.405 -16.587 7.191 -0.1 0.4 0.5
H 16.098 -18.315 9.024 0.3 -0.2 0.2
C 18.747 -25.465 6.671 -1.0 -1.2 -0.6
C 17.775 -25.375 7.869 0.0 0.8 -0.7
O 17.449 -26.604 8.492 -0.2 -0.2 -0.2
O 18.111 -26.123 5.499 0.4 0.7 1.8
H 19.560 -26.079 7.058 0.4 -0.2 -0.3
H 19.172 -24.518 6.339 -0.3 0.2 0.4
H 16.833 -24.904 7.590 -0.1 -0.3 -0.3
H 18.181 -24.676 8.600 0.5 0.0 0.1
H 18.232 -27.010 8.871 0.2 0.1 -0.1
H 18.699 -26.018 4.747 0.2 0.0 -0.1
C 11.204 -26.391 5.705 -1.9 1.0 0.7
C 11.861 -25.130 6.300 -0.1 -1.8 0.2
O 13.169 -25.091 5.827 0.9 1.1 -0.3
O 11.373 -27.591 6.424 1.1 -0.5 0.7
H 11.505 -26.522 4.665 0.0 0.3 -0.1
H 10.131 -26.237 5.815 -0.4 0.5 -0.8
H 11.866 -25.121 7.390 -0.2 -0.5 0.3
H 11.268 -24.245 6.066 0.4 0.1 -0.8
H 13.558 -25.964 5.913 0.1 -0.1 0.1
H 10.758 -28.222 6.043 0.1 -0.1 0.0
O 10.309 -20.964 -2.683 -1.5 -2.4 -0.9
C 10.822 -20.054 -2.094 -2.5 0.5 -1.0
N 12.063 -20.094 -1.769 4.2 1.2 1.5
C 9.926 -18.883 -1.798 0.0 0.3 -0.4
H 12.651 -20.889 -1.974 -0.3 -0.1 -0.4
H 12.591 -19.235 -1.709 0.0 0.0 0.4
H 10.430 -17.989 -1.430 -0.3 -0.1 0.4
H 9.093 -19.276 -1.215 0.3 0.3 0.6
H 9.416 -18.664 -2.736 0.3 0.2 -0.2
O 19.473 -15.450 0.844 -1.1 0.7 0.0
C 20.517 -15.950 0.474 0.5 1.2 3.1
N 20.642 -16.809 -0.474 -0.3 -2.2 -2.7
C 21.804 -15.693 1.231 0.9 -0.1 -0.9
H 21.476 -17.341 -0.682 -0.1 0.1 0.0
H 19.812 -17.103 -0.968 -0.1 -0.2 -0.1
H 21.993 -14.642 1.450 -0.3 -0.1 0.1
H 22.559 -16.026 0.517 0.6 0.1 0.4
H 21.909 -16.308 2.125 -0.3 0.1 0.0
O 23.582 -22.152 8.948 0.9 -0.2 -0.4
C 24.588 -22.401 8.292 -1.8 0.3 -1.6
N 25.812 -22.276 8.841 1.0 0.3 0.8
C 24.504 -22.778 6.776 0.1 -0.3 0.9
H 26.709 -22.544 8.461 -0.5 0.1 -0.3
H 25.810 -21.779 9.720 0.1 -0.3 0.0
H 23.504 -22.641 6.362 0.0 0.3 0.4
H 24.693 -23.847 6.686 0.2 -0.1 0.0
H 25.217 -22.245 6.147 0.1 0.0 0.2
```
Forces are in eV/Å.

Output
Charge   -3
HOMO-LUMO gap   1.272 eV

---

Below is a cluster of 12 separate species, C29H82O22S12 in total, with properties calculated with ωB97M-V with the def2-TZVPD basis set.

XYZ file:
```
145
Properties=species:S:1:pos:R:3:forces:R:3
O -5.346 0.576 -2.937 -1.4 -0.3 0.8
S -4.275 1.147 -3.650 1.0 0.6 -0.4
O -4.486 2.004 -4.766 -0.3 0.4 -0.7
O -3.454 1.964 -2.596 0.1 -0.1 1.9
C -2.526 3.030 -2.922 -0.9 0.0 -0.6
C -2.954 4.334 -2.201 0.4 -1.0 0.5
C -3.213 -0.128 -4.122 0.5 -0.9 -0.7
H -2.729 3.090 -3.983 0.9 0.8 -0.5
H -1.518 2.649 -2.695 -0.3 0.4 0.0
H -2.299 5.175 -2.499 -0.4 -0.4 0.0
H -2.823 4.161 -1.096 -0.4 0.4 -1.0
H -4.015 4.547 -2.455 0.8 0.0 0.3
H -3.233 -0.948 -3.359 0.3 0.9 -0.9
H -2.219 0.316 -4.293 -0.4 -0.5 0.3
H -3.573 -0.459 -5.116 0.0 -0.1 0.7
O 0.497 1.418 5.090 1.6 -0.6 -1.1
S -0.679 1.421 5.873 -2.4 -1.2 1.9
O -1.312 0.211 6.384 1.4 0.7 -0.8
O -0.394 2.352 7.109 -0.5 0.8 0.5
C 0.898 2.270 7.712 0.4 0.0 0.9
C 0.851 2.776 9.159 0.0 -0.6 -1.4
C -1.927 2.321 5.112 0.2 0.7 -0.1
H 1.590 2.900 7.183 0.3 0.1 -0.6
H 1.213 1.245 7.636 0.4 -0.5 0.2
H 0.069 2.244 9.670 -0.6 0.3 0.4
H 0.769 3.857 9.087 -0.4 0.0 0.6
H 1.770 2.500 9.656 0.4 0.1 0.0
H -2.142 1.791 4.165 -0.2 0.5 0.4
H -1.544 3.355 5.051 -0.4 -0.5 -0.5
H -2.746 2.270 5.819 -0.4 0.1 -0.2
O -1.486 -0.956 -0.050 -0.4 0.0 -0.9
S -0.640 -0.352 -1.056 0.2 -1.3 1.3
O -0.990 -0.226 -2.423 -1.2 0.2 -0.9
O -0.283 1.060 -0.516 0.4 1.1 0.9
C -1.307 1.861 0.200 0.1 -1.4 1.8
C -0.771 2.443 1.555 0.8 -1.3 0.2
C 0.864 -1.196 -1.079 0.5 -0.8 0.6
H -2.246 1.304 0.234 0.3 -0.3 0.6
H -1.523 2.594 -0.489 -0.1 2.1 -1.2
H -1.265 3.365 1.893 -0.3 -0.4 -0.4
H 0.269 2.705 1.368 0.1 0.3 -0.2
H -0.670 1.748 2.460 -0.8 0.6 -1.6
H 0.801 -2.135 -1.638 -0.6 0.3 -0.1
H 1.134 -1.502 -0.075 0.3 0.2 0.2
H 1.611 -0.613 -1.570 0.5 0.6 -0.2
O 3.261 -1.292 -3.413 -1.0 -0.3 -0.1
S 4.548 -1.072 -2.847 -0.2 2.3 1.6
O 5.676 -1.634 -3.489 0.8 -0.5 -0.3
O 4.855 0.522 -2.845 -0.7 -0.4 0.5
C 3.940 1.441 -2.083 1.5 -1.0 1.4
C 4.697 2.702 -1.723 -0.6 0.6 -1.6
C 4.579 -1.451 -1.071 0.5 -1.0 -1.7
H 3.765 0.960 -1.096 -0.5 0.1 -0.8
H 3.051 1.624 -2.640 -0.6 0.0 -0.6
H 5.329 2.518 -0.903 1.1 -0.4 0.9
H 3.966 3.440 -1.342 0.4 -0.3 -0.5
H 5.291 3.079 -2.586 -0.5 -0.1 0.6
H 3.962 -0.900 -0.439 -1.0 1.7 0.7
H 5.617 -1.314 -0.835 0.4 -0.2 0.5
H 4.194 -2.443 -0.867 0.4 -0.6 -0.5
O -3.324 -3.889 -2.757 0.6 -0.5 0.4
S -2.033 -4.513 -2.564 -0.3 0.0 -0.1
O -0.948 -4.133 -3.392 0.5 0.3 -0.3
O -1.517 -4.272 -1.067 0.0 -0.3 -1.8
C -2.431 -4.667 -0.073 -0.3 0.8 1.6
C -1.795 -4.184 1.218 0.3 1.3 -0.5
C -2.171 -6.299 -2.634 1.0 0.1 0.5
H -2.605 -5.725 -0.070 0.2 -0.8 0.0
H -3.392 -4.207 -0.246 -0.3 0.3 -0.1
H -0.847 -4.710 1.355 -0.1 0.1 0.2
H -2.476 -4.334 2.049 0.1 -0.1 0.2
H -1.559 -3.072 1.095 -0.4 -1.5 0.3
H -2.226 -6.589 -3.690 0.0 0.2 0.3
H -3.101 -6.556 -2.118 0.4 -0.3 0.0
H -1.199 -6.705 -2.175 -1.7 0.5 -0.6
C -5.702 0.135 2.131 -1.4 1.1 1.1
S -4.077 -0.367 2.526 1.0 -0.2 -0.3
O -3.302 0.859 2.823 0.7 0.9 0.0
C -4.426 -1.091 4.090 -2.3 -1.7 1.4
H -6.174 -0.780 1.853 -0.9 -0.8 -0.1
H -5.774 0.790 1.247 0.5 -0.1 0.5
H -6.208 0.607 3.049 0.7 -0.6 -1.4
H -5.077 -2.012 3.902 0.6 1.1 0.0
H -5.097 -0.405 4.726 1.5 -0.8 -0.7
H -3.547 -1.538 4.609 -0.4 1.0 -0.4
C -4.720 -1.657 -0.650 1.6 -2.7 -0.1
S -5.977 -2.992 -0.798 1.2 1.2 0.4
O -6.848 -2.658 0.364 -0.5 -0.2 0.2
C -6.625 -2.291 -2.293 -1.8 -2.1 -0.8
H -4.167 -1.500 -1.571 0.0 -0.1 0.0
H -4.012 -1.963 0.149 -0.5 0.4 -0.5
H -5.293 -0.829 -0.401 -0.9 1.6 0.5
H -6.586 -1.223 -2.351 -0.2 0.5 0.1
H -7.661 -2.758 -2.414 1.1 1.0 0.2
H -6.041 -2.753 -3.097 0.2 0.2 0.1
C 6.240 -4.584 -2.053 0.7 -0.3 -1.8
S 5.420 -5.894 -3.059 0.3 -0.3 1.2
O 5.147 -7.095 -2.161 0.1 1.5 -0.9
C 3.829 -5.062 -3.290 -0.4 -0.1 0.8
H 7.279 -4.922 -1.887 -0.4 0.2 -0.2
H 5.780 -4.476 -1.101 -0.7 0.2 0.7
H 6.218 -3.668 -2.706 0.1 -0.8 0.9
H 3.399 -4.798 -2.294 0.2 -0.4 -0.7
H 3.282 -5.861 -3.772 -0.6 -0.2 0.2
H 3.759 -4.209 -3.965 0.7 0.1 0.1
C 1.670 5.182 -2.298 -1.5 0.7 0.3
S 1.017 4.182 -0.948 -1.2 1.6 0.1
O 2.144 3.644 -0.171 0.8 -0.4 0.5
C 0.417 5.661 0.006 0.6 -2.3 2.4
H 2.627 5.560 -2.003 0.5 0.4 0.1
H 0.928 5.982 -2.546 0.7 -0.4 0.5
H 1.710 4.580 -3.161 0.5 -0.9 -1.1
H 1.266 6.315 0.179 -0.1 0.6 -0.8
H 0.245 5.302 1.096 -0.2 0.2 -1.9
H -0.500 5.985 -0.452 -0.1 0.7 -0.1
C 1.062 -2.705 4.022 -0.9 2.2 0.1
S 1.918 -1.784 2.669 -0.2 -0.3 0.0
O 2.027 -2.623 1.427 -0.2 0.1 0.5
C 0.663 -0.510 2.383 1.0 -0.3 0.5
H 0.865 -1.853 4.762 0.1 -1.1 -0.8
H 1.862 -3.284 4.473 -0.5 -0.7 -0.1
H 0.054 -3.138 3.726 1.6 0.0 0.3
H -0.244 -0.908 1.980 -0.8 -0.4 0.2
H 1.065 0.127 1.599 0.2 0.3 0.2
H 0.595 -0.005 3.362 -0.3 0.0 -0.7
C 0.474 1.059 -4.659 -0.2 1.1 -0.3
S 1.625 2.026 -5.676 -1.1 2.4 1.2
O 2.266 3.105 -4.803 -0.7 -0.9 -0.5
C 2.786 0.771 -5.818 1.6 -1.2 -0.8
H 1.046 0.615 -3.868 0.1 -0.5 0.4
H 0.066 0.345 -5.365 -0.2 -0.4 0.2
H -0.324 1.686 -4.227 0.4 -0.2 -0.4
H 2.414 -0.199 -5.434 0.6 0.5 -0.3
H 3.701 1.137 -5.342 -0.3 -0.3 0.5
H 3.078 0.763 -6.872 -0.2 -0.6 0.0
C 2.872 2.315 2.839 -1.4 -0.4 -0.4
S 4.104 1.036 3.076 1.0 0.8 -2.1
O 4.313 0.429 1.701 -0.4 -0.1 0.9
C 5.467 2.295 3.183 0.2 -2.9 -1.6
H 2.706 2.822 3.772 -0.3 0.0 0.7
H 1.919 1.845 2.487 0.9 0.3 0.5
H 3.135 3.079 2.118 0.4 -0.2 -0.4
H 5.236 2.743 4.076 -0.1 1.8 2.0
H 5.414 2.873 2.262 0.0 0.2 0.3
H 6.411 1.725 3.258 -0.4 0.4 -0.1
```
Forces are in eV/Å.

Output
Charge   0
HOMO-LUMO gap   8.472 eV